One molecule with the formula C5H10N2O, computed with ωB97M-V/def2-TZVPD.

Structure (XYZ):
```
18
Properties=species:S:1:pos:R:3:forces:R:3
C 0.42099 -2.08811 0.00400 -1.27 -2.00 -2.07
N 0.67166 -0.78574 -0.56880 1.83 2.25 1.60
O 2.11298 -0.46639 -0.02107 -0.04 -2.90 -1.34
N 2.21088 0.75303 0.38468 0.25 1.18 0.45
C 1.09961 1.34045 0.35615 0.42 -0.08 -0.27
C -0.02970 0.48184 -0.10568 0.06 -1.80 -0.36
C -0.77100 1.12738 -1.26567 -2.25 -0.13 -0.37
C -0.98549 0.29008 1.04496 1.09 -3.68 -0.12
H 1.06700 -2.79875 -0.73328 -1.65 1.26 2.16
H 0.56783 -2.37072 1.10438 0.07 0.97 -1.43
H -0.71126 -2.22921 -0.27547 2.01 -0.27 0.58
H 1.09264 2.35401 0.65974 -0.50 0.82 0.24
H -1.63601 0.39854 -1.65635 1.83 1.57 0.90
H -0.08844 1.32030 -2.15877 -1.00 0.26 1.40
H -1.31943 2.03925 -0.72411 1.21 -1.46 -1.98
H -1.83672 -0.25351 0.73394 -1.38 -0.09 -0.69
H -1.18112 1.23060 1.31897 -1.42 3.39 1.67
H -0.68440 -0.34305 1.90238 0.74 0.72 -0.37
```
Forces are in eV/Å.

Its total energy is -381.09379 a.u. The HOMO energy comes out at -8.73 eV. The calculation puts the largest force on an atom at 0.0785 hartree/bohr. As for the total charge: 0. The calculation puts the relative energy (zero: lowest compared OMol25 entry of this formula, charge and spin) at 120.3 kcal per mole.